102
Properties=species:S:1:pos:R:3:forces:R:3 method="wB97M-V/def2-TZVPD" charge=-1
H -9.110 -2.806 3.399 0.0 0.1 0.0
O 4.919 3.315 -1.687 0.1 0.4 -0.1
F -0.654 -1.142 0.913 -2.1 -1.9 -1.9
H -6.821 -3.757 -2.272 0.0 -0.1 0.1
F 0.436 -2.907 -0.736 -3.1 -0.9 0.7
F -2.031 0.362 -0.622 -0.1 -3.3 -1.2
H 4.681 3.371 -5.048 -0.1 -0.2 0.0
H 3.791 -2.229 1.449 0.3 0.2 -2.1
H -1.157 1.283 2.264 0.0 -0.2 -0.1
C -10.086 -4.925 2.557 0.2 0.1 -0.3
O 4.115 -5.264 1.593 -2.3 1.3 -3.5
F -3.402 -1.215 -1.491 3.8 0.0 0.8
C 2.460 4.602 2.812 -0.6 0.1 0.0
C -1.600 -1.922 0.152 0.3 1.3 1.8
N 4.458 -0.721 -1.871 -0.4 -3.8 1.3
H 0.958 2.322 3.351 -0.2 0.1 -0.1
C 3.959 -2.208 0.312 0.4 -1.3 -3.9
H 6.343 3.812 -0.352 -0.1 0.0 0.0
H 3.347 4.008 3.064 0.0 0.0 -0.1
O 4.277 -6.234 -0.685 -2.1 3.2 1.4
H 4.131 7.959 -0.464 -0.1 0.1 0.1
F -2.714 -2.105 1.013 2.6 0.2 -2.3
H 2.827 3.827 5.309 0.1 0.1 0.1
O -1.490 -7.021 -0.459 2.1 4.0 -1.0
H -0.537 1.909 0.707 0.0 0.0 0.0
C 2.152 4.674 5.146 -0.2 0.0 -0.3
H 4.233 -4.184 -2.736 -0.1 1.5 1.3
H 0.825 4.457 1.373 0.0 0.0 0.3
O -6.524 -3.937 -0.262 -0.1 0.3 0.0
F -1.926 -3.787 -2.468 0.9 -0.7 3.1
H -5.733 -2.544 -1.571 0.1 0.0 -0.1
H -9.676 -5.038 3.566 -0.1 0.0 0.1
C -9.160 -2.774 2.305 0.2 -0.3 -0.5
H 5.788 6.073 0.042 0.0 -0.1 0.2
H -4.869 -4.642 0.710 0.1 0.1 0.1
H 3.846 4.610 -2.927 0.2 0.1 -0.1
S 3.568 -5.209 0.175 2.3 -4.0 1.2
C 4.485 -1.896 -2.668 -0.9 -1.4 3.7
H -8.047 -0.993 1.943 0.0 -0.1 0.1
C -2.228 3.627 1.303 0.3 0.0 0.2
H 2.749 5.648 2.660 0.2 0.0 -0.1
H 2.849 6.832 -1.018 -0.1 0.1 0.1
C 3.773 7.349 -1.299 0.2 -0.2 -0.2
C -2.045 -0.998 -1.094 -1.0 2.9 -0.8
H 6.579 4.560 -1.924 -0.1 0.2 0.0
O -1.115 3.321 2.120 0.0 0.1 -0.2
C -7.926 -2.065 1.761 0.0 0.0 0.4
H 7.852 5.239 -5.072 -0.1 0.0 0.0
C 0.885 1.971 2.320 -0.1 -0.2 -0.3
H 2.703 5.616 5.221 0.1 0.0 0.1
O -1.220 -6.431 -2.789 1.7 2.7 3.3
H 3.560 7.999 -2.149 0.1 -0.1 0.0
C 5.822 4.299 -1.182 -0.3 -0.2 0.2
O 1.663 -7.445 -1.553 -2.9 3.5 1.6
H -10.061 -2.232 1.996 -0.1 0.2 0.1
H 6.991 4.000 -6.015 0.1 -0.1 -0.1
O -9.248 -4.094 1.777 0.0 -0.1 0.3
C -0.830 -3.273 -0.235 1.3 -0.3 1.7
C 1.828 4.057 1.536 0.3 -0.3 0.0
H 4.664 -1.826 -3.800 -0.3 0.0 2.1
C 3.924 -3.542 -0.528 0.9 5.8 -2.1
H 3.502 2.891 -3.054 0.1 0.0 0.1
N 1.856 -5.504 0.268 0.2 0.2 -2.1
C -6.025 -3.599 -1.542 -0.1 -0.1 0.2
F -0.616 -3.969 1.005 -0.7 1.5 -2.9
S 1.256 -6.009 -1.249 9.0 -1.9 -2.5
H 4.233 0.039 0.145 0.0 -1.6 -1.3
H -10.122 -5.909 2.088 0.0 0.1 0.0
H -5.434 -3.914 2.883 0.0 0.1 -0.1
H -6.964 -4.497 2.246 0.0 0.0 -0.2
H -4.967 -2.859 0.590 0.0 0.0 0.1
H 4.216 5.222 -0.081 0.1 0.0 0.0
H -2.626 4.593 1.618 0.1 -0.1 0.1
C 5.259 3.457 -4.120 -0.1 0.5 0.1
C -5.540 -3.778 0.758 -0.5 -0.4 0.0
C 4.309 3.622 -2.940 0.1 -0.4 0.0
H 5.860 2.552 -3.981 -0.1 0.0 0.0
O 4.758 6.414 -1.692 -0.2 0.0 0.0
O 1.523 4.564 3.884 0.1 -0.2 0.1
S -0.868 -5.982 -1.378 -5.0 -7.1 -2.2
C -0.542 2.057 1.793 0.1 0.3 0.4
H -7.825 -2.197 0.682 -0.1 -0.2 0.0
O 1.833 2.631 1.477 -0.2 0.3 0.2
C -6.203 -3.723 2.129 0.3 0.2 -0.1
C 4.229 -0.924 -0.490 -0.3 -1.3 0.6
H -5.173 -4.233 -1.803 0.1 0.1 -0.1
H 2.442 4.381 0.691 0.0 -0.1 0.1
H 7.870 3.557 -4.513 0.0 -0.1 -0.1
H 1.181 0.918 2.318 0.0 0.1 -0.1
O -6.726 -2.430 2.444 -0.3 -0.1 -0.2
H -11.100 -4.515 2.605 -0.1 0.0 0.1
O 6.105 4.598 -4.241 0.2 -0.1 0.1
O 1.760 -5.174 -2.407 -2.4 -0.7 2.8
F -1.175 -1.030 -2.193 -2.4 -0.4 2.8
H 1.379 4.652 5.916 0.0 0.0 -0.1
H -3.008 2.867 1.413 -0.1 0.0 -0.1
H -1.921 3.705 0.255 -0.1 -0.1 -0.1
C 5.113 5.531 -0.632 0.3 0.2 -0.5
C -1.642 -4.287 -1.170 -2.4 1.3 -0.6
F -2.926 -4.507 -0.553 3.1 0.6 -1.3
C 7.262 4.324 -5.005 -0.3 0.2 0.2
C 4.227 -3.273 -2.036 -0.3 0.5 1.1

---

84
Properties=species:S:1:pos:R:3:forces:R:3 method="wB97M-V/def2-TZVPD" charge=-2
Si -3.261 2.247 -0.980 0.0 -0.1 0.0
H 0.659 3.996 -3.838 0.0 0.0 0.0
N 1.463 0.614 1.761 0.0 0.0 -0.1
C -2.300 0.810 3.536 0.0 0.0 0.0
H 0.499 -5.116 -2.570 0.0 0.0 0.0
H -0.202 -0.896 -2.364 0.0 0.0 0.0
C -0.373 -0.363 2.465 0.0 -0.1 0.0
H 1.488 -6.233 -0.543 0.0 0.0 0.0
H -1.798 -1.660 -2.269 0.0 0.0 0.0
H 1.049 2.655 -2.738 0.0 0.0 0.0
C 0.244 3.298 -3.101 0.0 0.0 0.0
C -0.870 -1.474 -1.719 0.0 0.0 0.0
C -4.125 -0.428 4.504 0.0 0.0 0.0
H -3.729 0.753 0.987 0.0 0.0 0.0
H 1.676 4.657 -0.572 0.0 0.0 0.0
C 4.183 -3.714 0.966 0.0 0.0 0.0
C -2.281 -1.597 3.495 0.0 0.0 0.0
C 2.489 -5.838 -0.349 0.0 0.0 0.0
H -1.833 1.742 3.245 0.0 0.0 0.0
H 4.205 -2.846 1.627 0.0 0.0 0.0
H -5.588 3.111 -1.427 0.0 0.0 0.0
H -3.488 -0.192 -0.481 0.0 0.0 0.0
H 5.739 4.059 0.054 0.0 0.0 0.0
C 2.184 1.654 1.587 0.0 0.0 0.0
C -3.502 -1.618 4.154 0.0 0.0 0.0
C 3.369 1.689 0.750 0.0 0.0 0.0
C -3.143 1.732 -2.806 -0.1 0.0 0.0
H -4.098 1.317 -3.148 0.0 0.0 0.0
H -0.920 -5.019 0.131 0.0 0.0 0.0
H -5.085 -0.445 5.006 0.0 0.0 0.0
H 2.305 -2.628 -1.277 0.0 0.0 0.0
H -4.019 1.716 4.431 0.0 0.0 0.0
C 1.514 -4.519 2.180 0.0 0.0 0.0
H -1.791 -2.515 3.196 0.0 0.0 0.0
C 4.078 2.903 0.755 0.0 0.0 0.0
H -1.204 6.103 -3.152 0.0 0.0 0.0
H 3.679 3.709 1.362 0.0 0.0 0.0
H -3.973 -2.567 4.382 0.0 0.0 0.0
C -1.252 -3.995 -0.061 0.0 0.0 0.0
Si -0.536 4.217 -1.636 0.1 -0.1 0.0
C 0.074 -4.131 -2.778 0.0 0.0 0.0
C -3.946 0.717 -0.083 -0.1 0.0 -0.1
H -0.907 -4.272 -3.242 0.0 0.0 0.0
H -5.032 0.636 -0.210 0.0 0.0 0.0
H -4.404 4.436 -1.453 0.0 0.0 0.0
H 6.613 2.174 -1.341 0.0 0.0 0.0
C -1.670 -0.385 3.194 0.0 0.0 0.0
C 5.042 0.850 -0.793 0.0 0.0 0.0
H 4.730 -3.441 0.060 0.0 0.0 0.0
H 1.267 -3.581 2.681 0.0 0.0 0.0
H -2.542 4.959 -2.969 0.0 0.0 0.0
Si 2.398 -4.163 0.551 0.0 0.0 0.1
C -3.523 0.784 4.188 0.0 0.0 0.0
N 0.350 0.712 2.575 0.0 0.0 0.0
Si -0.057 -3.081 -1.198 0.0 0.0 0.0
H 3.035 -6.578 0.246 0.0 0.0 0.0
H -2.248 -4.041 -0.513 0.0 0.0 0.0
C -1.733 5.464 -2.436 0.0 0.0 0.0
As -1.313 2.866 0.048 0.0 0.1 0.0
Pt 1.623 -1.094 0.728 0.1 0.0 0.0
H 0.515 5.924 -0.145 0.0 0.0 0.0
H 2.997 -5.738 -1.313 0.0 0.0 0.0
H -0.485 2.659 -3.601 0.0 0.0 0.0
O -0.080 -1.421 1.770 0.0 0.0 -0.1
O 3.311 -0.563 -0.210 -0.1 0.0 0.0
C 1.614 -2.838 -0.443 0.0 0.0 -0.1
H -2.370 0.970 -2.925 0.0 0.0 0.0
H -2.889 2.576 -3.453 0.0 0.0 0.0
H -1.326 -3.468 0.891 0.0 0.0 0.0
H 1.879 2.565 2.097 0.0 0.0 0.0
C 5.710 2.047 -0.752 0.0 0.0 0.0
H -4.927 3.763 0.090 0.0 0.0 0.0
C -4.687 3.510 -0.946 0.0 0.0 0.0
H 2.151 -5.115 2.842 0.0 0.0 0.0
H 5.397 0.028 -1.404 0.0 0.0 0.0
C 0.875 5.291 -0.960 0.0 0.0 0.0
H 1.301 5.932 -1.741 0.0 0.0 0.0
C 5.228 3.105 0.028 0.0 0.0 0.0
H 4.705 -4.545 1.452 0.0 0.0 0.0
H -2.184 6.098 -1.668 0.0 0.0 0.0
H 0.583 -5.068 2.022 0.0 0.0 0.0
H 0.722 -3.636 -3.508 0.0 0.0 0.0
H -1.097 -0.842 -0.856 0.0 0.0 0.0
C 3.847 0.615 -0.062 0.0 0.0 0.0

---

| no. | HOMO-LUMO gap (eV) | energy (Ha) |
| --- | --- | --- |
| 1 | 8.48 | -4387.430206 |
| 2 | 5.16 | -4830.300635 |